Record 1
Molecular formula: C20H41N2P3SeTm
Method: DFT, ωB97M-V with the def2-TZVPD basis set

Last column: natural (NBO) charge in e.
CARTESIAN COORDINATES (ANGSTROEM)
Tm  0.10488  -0.04077  1.05146  1.793
P  -2.58465  -0.13959  0.59338  0.688
P  0.26168  -2.89229  0.89303  0.671
P  0.06702  2.80845  0.83091  0.665
H  2.04481  -0.93797  -0.89647  0.278
C  2.07427  0.01993  -0.35247  -0.479
C  2.48024  0.10548  0.97049  -0.495
H  2.79926  -0.77226  1.54307  0.275
C  -2.98136  -0.15923  -1.18877  -0.924
C  -3.50782  -1.57734  1.22734  -0.916
C  -3.55022  1.28626  1.19792  -0.917
C  1.93005  -3.65642  0.88679  -0.911
C  -0.59140  -3.98758  2.09957  -0.908
C  -0.41386  -3.59348  -0.67565  -0.906
C  1.63621  3.75640  0.80607  -0.913
C  -0.88364  3.79180  2.05557  -0.906
C  -0.69807  3.42527  -0.72506  -0.911
H  1.96043  0.90684  -0.99405  0.283
H  2.76823  1.05272  1.43817  0.271
H  -4.06693  -0.19819  -1.35371  0.281
H  -2.50515  -1.03234  -1.65537  0.259
H  -2.56612  0.74593  -1.65430  0.256
H  -4.56010  -1.50310  0.92242  0.282
H  -3.44864  -1.60538  2.32342  0.249
H  -3.08062  -2.50984  0.83463  0.249
H  -4.61733  1.11693  1.00357  0.281
H  -3.22940  2.20773  0.69475  0.248
H  -3.39518  1.41642  2.27628  0.253
H  1.87500  -4.64417  0.41294  0.278
H  2.30655  -3.76356  1.91161  0.264
H  2.62919  -3.02148  0.33435  0.234
H  -0.55839  -5.03485  1.76096  0.280
H  -1.63930  -3.68704  2.21617  0.240
H  -0.09132  -3.89671  3.07009  0.254
H  -0.13936  -4.65034  -0.81057  0.277
H  -0.02361  -3.00938  -1.51965  0.248
H  -1.50820  -3.49772  -0.66837  0.245
H  1.44390  4.75279  0.38708  0.280
H  2.38014  3.23751  0.19144  0.242
H  2.04647  3.85923  1.81828  0.254
H  -0.83154  4.86492  1.81596  0.279
H  -0.46174  3.61820  3.05132  0.237
H  -1.93133  3.47073  2.06091  0.250
H  -0.48343  4.49135  -0.88911  0.277
H  -1.78454  3.27778  -0.68530  0.247
H  -0.30250  2.84143  -1.56593  0.256
C  1.22907  0.12484  -4.76122  -0.187
C  2.48045  -0.13744  -4.17679  -0.260
C  3.64262  -0.08742  -4.94857  -0.180
C  3.56658  0.18316  -6.32025  -0.187
C  2.31787  0.38101  -6.92309  -0.165
C  1.15530  0.34774  -6.15440  -0.233
Se  -0.38448  0.22567  -3.72189  0.178
H  0.25263  -0.09078  -2.37535  -0.037
H  2.53344  -0.36361  -3.11162  0.164
H  4.60946  -0.26050  -4.47771  0.230
H  4.47686  0.23468  -6.91573  0.245
H  2.24965  0.56459  -7.99636  0.248
H  0.18133  0.50646  -6.61877  0.233
N  0.08928  0.77125  5.20772  -0.457
C  -0.86038  -0.24021  5.34871  -0.013
C  -0.98835  -0.81891  4.13054  -0.072
N  -0.14794  -0.14524  3.23191  -0.714
C  0.48894  0.81114  3.93464  0.227
H  0.42225  1.39318  5.93854  0.471
H  -1.35840  -0.45429  6.27919  0.281
H  -1.59163  -1.66091  3.82253  0.250
H  1.26287  1.47252  3.56278  0.238

Values from the calculation:
Total charge: +3
LUMO energy (spin up / spin down) in eV: -10.946 / -10.912
Multiplicity: 3
HOMO-LUMO gap (spin up / spin down) in eV: 4.02 / 4.05
HOMO level (spin up / spin down) in eV: -15.0 / -15.0


Record 2
Molecular formula: C46H42IrN7OP2
Method: DFT, ωB97M-V with the def2-TZVPD basis set

Last column: Löwdin charge in e.
CARTESIAN COORDINATES (ANGSTROEM)
Ir  1.15607  -0.09470  0.48754  1.022
C  4.47025  -0.80809  0.44717  -0.221
P  3.10534  -0.72288  -0.73051  1.015
C  3.69475  0.36620  -2.05408  -0.338
C  4.34854  1.55810  -1.73999  -0.096
C  4.81652  2.38566  -2.74838  -0.063
C  4.63569  2.03222  -4.07984  -0.056
C  3.98428  0.84918  -4.40012  -0.060
C  3.51423  0.01930  -3.39167  -0.089
C  2.86972  -2.33250  -1.49471  -0.350
C  3.97088  -2.99307  -2.04318  -0.080
C  3.80649  -4.23248  -2.63646  -0.050
C  2.54460  -4.81322  -2.69479  -0.049
C  1.44806  -4.15483  -2.16037  -0.060
C  1.60869  -2.91531  -1.55649  -0.090
C  3.79345  -1.24508  1.68978  -0.387
C  4.27325  -1.98714  2.73117  -0.030
C  3.15765  -2.38479  3.50698  -0.029
C  2.04557  -1.87867  2.89485  -0.379
C  0.61251  -2.04598  3.23164  -0.209
P  -0.32621  -1.11954  1.97753  1.020
C  -1.31049  -0.00980  3.02531  -0.326
C  -0.59428  1.02956  3.62791  -0.134
C  -1.19409  1.83769  4.57564  -0.047
C  -2.51751  1.61014  4.94091  -0.012
C  -3.22355  0.56819  4.36419  -0.126
C  -2.62512  -0.24737  3.40942  -0.045
C  -1.39928  -2.26760  1.09418  -0.333
C  -2.64161  -1.90916  0.56662  -0.106
C  -3.38154  -2.83833  -0.14959  -0.047
C  -2.89280  -4.12237  -0.34502  -0.048
C  -1.65236  -4.47978  0.16687  -0.060
C  -0.90296  -3.55537  0.87654  -0.094
N  2.40927  -1.14893  1.77306  -0.167
H  4.99167  0.14750  0.50440  0.090
H  5.18400  -1.55772  0.10087  0.106
H  4.48701  1.85364  -0.70775  0.105
H  5.33787  3.29968  -2.49547  0.114
H  5.01829  2.67019  -4.86563  0.115
H  3.86030  0.56011  -5.43594  0.117
H  3.02672  -0.91336  -3.64683  0.111
H  4.95579  -2.54068  -2.01456  0.117
H  4.66116  -4.74679  -3.05436  0.117
H  2.41995  -5.78123  -3.16146  0.117
H  0.46464  -4.60384  -2.21021  0.105
H  0.75536  -2.39696  -1.13670  0.071
H  5.30706  -2.24638  2.89235  0.115
H  3.16459  -2.98054  4.40522  0.115
H  0.34847  -1.61756  4.19778  0.105
H  0.29640  -3.09050  3.24268  0.100
H  0.44888  1.18762  3.36577  0.104
H  -0.63028  2.63464  5.04202  0.118
H  -2.98827  2.23571  5.68729  0.125
H  -4.24239  0.36955  4.67097  0.121
H  -3.18757  -1.07219  2.99865  0.118
H  -3.04322  -0.91305  0.70496  0.068
H  -4.34867  -2.55846  -0.54584  0.112
H  -3.48082  -4.84725  -0.89199  0.117
H  -1.27155  -5.48243  0.02333  0.118
H  0.06869  -3.84271  1.26313  0.111
C  -1.69487  3.13957  1.09075  0.000
C  -0.58360  2.32253  1.16077  -0.144
N  -0.52954  1.16088  0.50390  -0.153
C  -1.57103  0.78801  -0.25800  -0.113
C  -2.73329  1.52634  -0.35086  -0.189
C  -2.78646  2.73354  0.34606  0.029
C  -3.85081  1.00623  -1.16916  -0.032
C  -5.07960  0.69922  -0.75695  -0.014
C  -5.58015  0.69398  0.63091  -0.260
C  -6.93963  0.59113  0.88335  0.014
C  -7.33541  0.57377  2.21280  -0.091
N  -6.46157  0.64352  3.21150  0.123
C  -5.18313  0.72637  2.86336  -0.188
N  -4.69108  0.74969  1.63142  0.157
H  -1.70698  4.06735  1.64472  0.126
H  0.27977  2.57950  1.75576  0.113
H  -1.47872  -0.16780  -0.75738  0.117
H  -3.68267  3.33765  0.30856  0.137
H  -3.62611  0.85340  -2.22031  0.119
H  -5.79435  0.37956  -1.50675  0.120
H  -7.66143  0.52954  0.08072  0.120
H  -8.38145  0.49574  2.48497  0.121
H  -4.46128  0.77703  3.67280  -0.017
C  0.17673  1.22731  -3.98002  0.032
N  0.72738  2.23785  -3.07235  -0.005
C  0.91424  3.52120  -3.47852  -0.006
C  1.42883  4.45024  -2.65058  0.028
C  1.77094  4.01670  -1.33929  -0.350
N  1.58967  2.75524  -0.94615  0.196
C  1.09655  1.87683  -1.80231  -0.494
O  0.94349  0.64110  -1.52460  -0.217
N  2.28950  4.86373  -0.44687  0.201
H  -0.16070  1.72517  -4.88454  0.104
H  -0.66035  0.72520  -3.50186  0.095
H  0.93855  0.49208  -4.22352  0.088
H  0.62146  3.74264  -4.49515  0.146
H  1.57497  5.46810  -2.97773  0.126
H  2.49448  5.81820  -0.68564  0.126
H  2.57952  4.51545  0.45141  0.123

Values from the calculation:
Total charge: +2
LUMO energy in eV: -5.500
HOMO-LUMO gap in eV: 6.65
HOMO level in eV: -12.2


Computed values of max |F| (unit: eV/Å) for the preceding records, in sequence: 3.4; 4.3.
Computed values of ΔE to the lowest compared entry with this formula, charge and spin (unit: kJ/mol) for the preceding records, in sequence: 0.00; 360.34.
Computed values of E_tot (unit: Ha) for the preceding records, in sequence: -5405.91982; -3023.19453.